Record 1
{"formula": "C50H51BrCrN2O6Sb", "method": "wB97M-V/def2-TZVPD", "lumo_energy_ha": [-0.0343, -0.0254], "molar_mass_g_mol": 1029.626, "orbital_gap_ev": [7.1, 7.3], "homo_ev": [-8.020, -8.013], "spin_multiplicity": 2, "s2": 0.926, "species": ["Sb", "Br", "Cr", "O", "O", "O", "O", "O", "O", "N", "N", "C", "C", "C", "C", "C", "C", "C", "C", "C", "C", "C", "C", "C", "C", "C", "C", "C", "C", "C", "C", "C", "C", "C", "C", "C", "C", "C", "C", "C", "C", "C", "C", "C", "C", "C", "C", "C", "C", "C", "C", "C", "C", "C", "C", "C", "C", "C", "C", "C", "C", "H", "H", "H", "H", "H", "H", "H", "H", "H", "H", "H", "H", "H", "H", "H", "H", "H", "H", "H", "H", "H", "H", "H", "H", "H", "H", "H", "H", "H", "H", "H", "H", "H", "H", "H", "H", "H", "H", "H", "H", "H", "H", "H", "H", "H", "H", "H", "H", "H", "H", "H"], "xyz": [[-0.61, 3.10, -1.73], [2.84, 3.38, -2.33], [0.38, 1.11, -0.14], [-0.01, -0.15, 1.25], [-0.21, 0.06, -1.43], [-0.22, 2.60, 1.08], [-1.37, -3.48, 0.89], [0.14, 1.88, 5.04], [-2.27, -2.91, -1.13], [2.08, 1.51, 1.17], [1.60, 1.91, 2.38], [-1.64, -5.21, -0.77], [2.60, -2.84, -2.28], [5.64, -0.53, -1.49], [1.45, -2.52, 2.45], [6.64, 1.03, -3.53], [-0.39, 4.16, 5.61], [-1.83, 0.07, -5.26], [-3.07, -0.80, -2.93], [2.14, 2.39, 0.18], [-2.04, -1.01, 2.17], [0.01, -1.57, 4.11], [3.94, 1.10, -0.90], [-1.07, -0.33, -4.17], [5.03, 0.70, -1.77], [-3.83, -0.38, -4.01], [0.87, -2.02, 5.10], [-0.32, 4.79, 2.91], [-0.66, 5.45, 5.19], [-0.77, -1.13, -1.84], [3.05, 2.11, -0.92], [-0.06, 3.49, 3.31], [-0.73, -2.29, 0.49], [-1.58, -1.77, -0.67], [-1.69, -0.78, -3.01], [2.25, -3.95, -3.03], [6.72, -0.98, -2.23], [2.31, -2.96, 3.44], [-0.33, 5.22, -1.36], [0.93, -4.14, -3.41], [-3.63, -4.17, 0.41], [-0.04, -3.22, -3.05], [-4.63, -0.47, 3.05], [-2.22, -3.93, -0.15], [-0.09, 3.17, 4.68], [-2.66, 0.20, 1.87], [-2.68, 3.13, -1.17], [7.23, -0.20, -3.26], [-0.63, -1.29, 1.67], [-2.75, -1.96, 2.90], [5.56, 1.48, -2.79], [-0.90, 3.36, -3.86], [0.27, -1.86, 2.77], [1.63, -1.93, -1.90], [0.16, 2.36, 2.35], [-3.94, 0.48, 2.31], [2.01, -2.73, 4.77], [-3.22, 0.04, -5.18], [0.31, -2.11, -2.28], [-4.04, -1.69, 3.32], [-0.63, 5.77, 3.84], [-0.92, 6.20, 5.92], [3.83, 0.47, -0.02], [-0.04, 3.84, -4.30], [-2.29, -2.90, 3.13], [1.68, 1.13, 3.03], [-5.63, -0.26, 3.41], [-3.82, 0.34, -6.02], [-3.59, -4.90, 1.21], [1.72, -2.69, 1.42], [-4.39, 1.44, 2.09], [-0.41, 1.50, 2.75], [3.22, -3.47, 3.17], [0.67, 5.53, -1.62], [-3.15, 4.05, -1.52], [-0.85, 6.77, 3.51], [-3.57, -1.15, -2.04], [2.67, -3.09, 5.55], [5.27, -1.14, -0.68], [1.89, -1.07, -1.30], [-2.26, -5.52, -1.60], [-2.74, 3.08, -0.08], [-4.03, -3.23, 0.79], [0.28, -2.51, 0.13], [3.63, -2.69, -1.99], [-2.28, -1.00, -0.31], [-4.91, -0.39, -3.94], [-3.20, 2.27, -1.60], [0.64, -1.80, 6.13], [-1.05, 5.76, -1.98], [3.00, -4.67, -3.32], [-0.53, 5.43, -0.32], [-1.06, 2.40, -4.34], [-2.11, 0.93, 1.28], [-1.35, 0.40, -6.16], [-0.63, -5.01, -1.12], [-4.27, -4.53, -0.39], [0.66, -5.00, -4.00], [7.04, 1.65, -4.32], [0.08, 1.80, 6.00], [-4.58, -2.44, 3.88], [-0.41, 3.91, 6.66], [-1.07, -3.36, -3.34], [0.01, -0.29, -4.22], [1.90, 3.44, 0.36], [-1.77, 3.99, -4.01], [-1.60, -5.99, -0.01], [8.08, -0.53, -3.83], [7.19, -1.92, -1.99], [-0.30, 5.01, 1.86], [5.16, 2.45, -3.01], [-0.86, -1.00, 4.38]]}

=====

Record 2
{"formula": "C3H4KO2", "method": "wB97M-V/def2-TZVPD", "lumo_energy_ha": -0.1495, "molar_mass_g_mol": 111.161, "orbital_gap_ev": 7.5, "total_charge": 1, "homo_ev": -11.554, "species": ["K", "O", "O", "C", "C", "C", "H", "H", "H", "H"], "xyz": [[4.20, 0.92, 0.57], [1.11, 0.92, 0.67], [-3.08, -0.11, 1.36], [-2.19, -0.22, 0.43], [0.10, 0.55, 0.10], [-1.28, 0.97, 0.51], [-1.63, 1.61, -0.33], [-1.29, 1.54, 1.44], [0.17, -0.10, -0.80], [-3.56, -0.94, 1.47]]}

=====

Record 3
{"formula": "C26H34N6O2", "method": "wB97M-V/def2-TZVPD", "lumo_energy_ha": 0.0212, "molar_mass_g_mol": 462.598, "orbital_gap_ev": 8.3, "homo_ev": -7.747, "species": ["O", "O", "N", "N", "N", "N", "N", "N", "C", "C", "C", "C", "C", "C", "C", "C", "C", "C", "C", "C", "C", "C", "C", "C", "C", "C", "C", "C", "C", "C", "C", "C", "C", "C", "H", "H", "H", "H", "H", "H", "H", "H", "H", "H", "H", "H", "H", "H", "H", "H", "H", "H", "H", "H", "H", "H", "H", "H", "H", "H", "H", "H", "H", "H", "H", "H", "H", "H"], "xyz": [[-1.53, -2.15, -3.90], [1.56, 1.18, -2.48], [0.37, 2.93, -3.08], [-0.84, -0.46, -2.65], [-3.20, -0.89, 1.58], [0.74, -2.05, 2.03], [-1.38, -2.30, 1.11], [-2.75, 0.87, 3.15], [-0.91, 0.88, -0.62], [0.56, 2.60, 0.50], [-1.65, -0.98, -3.57], [-0.83, 3.76, -3.24], [0.45, 1.69, -2.60], [1.65, -1.64, 3.10], [-2.64, -1.93, 0.96], [-0.72, 2.21, 0.08], [-0.81, 0.93, -2.15], [2.65, -1.66, -0.51], [-1.64, 4.29, 0.95], [-2.41, -0.23, 2.41], [2.12, -3.61, -1.25], [3.12, -2.54, -1.67], [2.50, -3.63, 1.97], [-0.35, 4.68, 1.36], [1.26, -3.15, 1.20], [2.89, -2.51, 2.93], [-1.82, 3.05, 0.31], [-1.67, 1.31, 3.90], [-0.59, -1.62, 1.94], [-0.62, 0.47, 3.62], [-1.09, -0.53, 2.65], [1.51, -2.65, -0.24], [-2.71, -0.12, -4.22], [0.75, 3.84, 1.14], [3.32, -3.90, 1.30], [2.23, -4.53, 2.54], [4.17, -2.84, -1.61], [-1.54, 3.27, -3.92], [0.37, 0.56, 4.04], [1.73, 4.13, 1.47], [-1.68, 1.47, -2.50], [-0.13, -1.08, -2.28], [-3.25, -0.72, -4.95], [1.93, -0.59, 3.01], [1.44, -3.92, -2.05], [-2.48, 4.94, 1.12], [3.39, -1.57, 0.28], [-3.68, 1.29, 3.13], [2.59, -4.50, -0.82], [2.31, -0.66, -0.80], [-1.31, 3.92, -2.27], [-0.21, 5.64, 1.86], [1.26, 3.34, -3.32], [2.92, -2.10, -2.65], [-3.40, 0.24, -3.46], [0.54, -3.98, 1.15], [-2.81, 2.75, 0.00], [0.57, -2.26, -0.63], [-3.27, -2.50, 0.28], [1.20, -1.82, 4.08], [-2.23, 0.72, -4.73], [3.70, -1.92, 2.50], [-0.55, 4.73, -3.66], [3.23, -2.92, 3.89], [-0.17, 0.18, -0.24], [-1.90, 0.49, -0.36], [-1.64, 2.16, 4.58], [1.41, 1.95, 0.33]]}

=====

Record 4
{"formula": "C3H6F2O2P", "method": "wB97M-V/def2-TZVPD", "lumo_energy_ha": 0.1542, "molar_mass_g_mol": 143.049, "orbital_gap_ev": 8.8, "total_charge": -1, "homo_ev": -4.653, "species": ["P", "F", "F", "O", "O", "C", "C", "C", "H", "H", "H", "H", "H", "H"], "xyz": [[0.54, -1.02, -0.74], [1.11, 1.64, 0.72], [1.50, 1.76, -1.47], [1.58, -2.09, -0.44], [-0.23, -0.76, -1.99], [-0.67, -0.87, 0.69], [1.50, 0.89, -0.37], [-1.46, 0.40, 0.39], [-2.25, 0.04, -0.31], [-0.80, 1.12, -0.11], [0.09, -0.74, 1.56], [-1.27, -1.76, 0.91], [-2.13, 0.79, 1.24], [2.50, 0.58, -0.07]]}

=====

Record 5
{"formula": "BrCr", "method": "wB97M-V/def2-TZVPD", "lumo_energy_ha": [-0.3153, -0.2682], "molar_mass_g_mol": 131.900, "orbital_gap_ev": [6.6, 8.1], "total_charge": 1, "homo_ev": [-15.156, -15.416], "spin_multiplicity": 5, "s2": 6.118, "species": ["Br", "Cr"], "xyz": [[0.01, 1.18, -0.33], [-0.01, -1.18, 0.33]]}

=====

Record 6
{"formula": "C33H55BGeN6O2Si5Ti", "method": "wB97M-V/def2-TZVPD", "lumo_energy_ha": -0.0354, "molar_mass_g_mol": 839.562, "orbital_gap_ev": 5.9, "homo_ev": -6.850, "species": ["Ge", "Ti", "Si", "Si", "Si", "Si", "Si", "O", "O", "N", "N", "N", "N", "N", "N", "C", "C", "C", "C", "C", "C", "C", "C", "C", "C", "C", "C", "C", "C", "C", "C", "C", "C", "C", "C", "C", "C", "C", "C", "C", "C", "C", "C", "C", "C", "C", "C", "C", "B", "H", "H", "H", "H", "H", "H", "H", "H", "H", "H", "H", "H", "H", "H", "H", "H", "H", "H", "H", "H", "H", "H", "H", "H", "H", "H", "H", "H", "H", "H", "H", "H", "H", "H", "H", "H", "H", "H", "H", "H", "H", "H", "H", "H", "H", "H", "H", "H", "H", "H", "H", "H", "H", "H", "H"], "xyz": [[-1.90, 0.33, -0.06], [0.70, 0.13, -0.08], [-3.08, -0.78, 1.71], [1.13, 0.23, 2.55], [-2.83, -0.72, -2.02], [-2.96, 2.48, -0.15], [3.35, 0.19, 0.02], [0.87, -2.98, -1.04], [1.07, -2.81, 1.21], [1.66, -1.63, -3.33], [1.28, 0.10, -4.74], [0.90, 2.26, -3.86], [1.14, 0.43, -2.37], [1.15, 2.23, -0.30], [0.82, 1.86, -6.11], [1.44, 4.46, 0.50], [-2.38, -2.54, -2.07], [-4.81, 2.48, 0.13], [1.01, 1.74, -2.67], [1.36, 3.10, 0.69], [4.82, 0.46, 4.46], [-2.26, 3.61, 1.17], [5.29, 0.32, 2.11], [3.47, 0.43, 4.18], [-2.92, 0.19, 3.30], [1.11, -5.23, 1.69], [-2.15, 0.04, -3.60], [-2.68, 3.29, -1.83], [1.04, -4.13, 0.87], [1.30, 4.96, -0.78], [0.92, -4.25, -0.50], [1.07, 2.71, -1.55], [-4.69, -0.60, -2.21], [0.99, 1.38, -4.87], [4.18, -1.33, -0.73], [-4.93, -1.04, 1.48], [3.92, 0.29, 1.81], [-2.37, -2.51, 1.95], [1.34, -0.35, -3.48], [4.15, 1.65, -0.85], [0.62, -1.26, 3.59], [5.74, 0.40, 3.41], [0.42, 1.71, 3.51], [1.12, 4.07, -1.82], [2.99, 0.34, 2.86], [1.04, -6.48, 1.07], [0.86, -5.47, -1.13], [0.92, -6.60, -0.31], [0.96, -2.05, 0.03], [-5.02, 0.44, -2.32], [2.76, 0.47, 5.00], [-1.89, 0.46, 3.53], [-1.17, 3.63, 1.16], [0.60, -0.96, 4.65], [1.47, 2.67, 1.68], [-5.19, 3.50, 0.03], [3.83, 1.74, -1.89], [-2.62, 4.63, 1.04], [-5.05, 2.13, 1.14], [-2.43, 1.10, -3.69], [-3.44, 2.95, -2.55], [1.34, 6.03, -0.96], [1.04, 4.38, -2.85], [0.87, -7.58, -0.76], [-3.31, -0.40, 4.14], [-5.46, -0.12, 1.26], [3.87, -2.23, -0.20], [1.61, 5.10, 1.35], [5.17, 0.52, 5.48], [-2.75, 4.38, -1.76], [-1.30, -2.54, 1.76], [-5.14, -1.75, 0.68], [0.52, 2.81, -6.24], [-2.55, -0.49, -4.47], [-3.51, 1.12, 3.25], [0.10, 1.38, 4.50], [0.75, -5.54, -2.21], [1.35, -2.06, 3.47], [5.24, 1.52, -0.85], [1.69, -2.17, -4.17], [-1.06, -0.02, -3.65], [3.92, 2.59, -0.34], [-2.76, -2.99, -2.99], [-0.45, 2.18, 3.03], [1.52, -2.11, -2.44], [5.27, -1.25, -0.65], [-2.58, 3.26, 2.16], [-4.99, -1.15, -3.11], [6.02, 0.27, 1.30], [1.18, 2.49, 3.66], [-0.36, -1.66, 3.33], [-1.30, -2.68, -2.02], [-2.86, -3.22, 1.28], [-5.33, -1.46, 2.41], [1.09, -7.38, 1.67], [-1.70, 3.04, -2.26], [3.92, -1.45, -1.79], [-5.22, -1.03, -1.36], [-5.33, 1.84, -0.58], [1.20, -5.13, 2.77], [-2.82, -3.08, -1.22], [6.81, 0.41, 3.62], [0.82, 1.22, -6.89], [-2.54, -2.86, 2.98]]}